Record 1
Here is C30H64N3O4Y as an isolated structure at a distorted geometry from the Open Molecules 2025 dataset. Energies are from wB97M-V/def2-TZVPD.

```
102
Properties=species:S:1:pos:R:3:mulliken_charge:R:1
Y -0.277 0.321 -2.937 1.64
C -0.952 3.516 0.098 -1.38
C -1.698 2.170 0.009 1.42
C -3.144 2.148 0.420 -1.30
O -1.374 1.432 -1.142 -0.07
H -1.451 4.226 0.758 0.44
H -0.995 3.952 -0.900 0.30
H 0.124 3.413 0.246 0.23
H -1.316 1.596 0.854 -0.58
H -3.845 2.450 -0.358 0.39
H -3.339 2.736 1.317 0.46
H -3.530 1.196 0.787 0.03
C 0.235 -2.066 6.172 -1.60
C -0.069 -2.050 4.632 1.48
C -1.477 -1.445 4.499 -0.71
C -1.490 0.064 4.557 -1.15
C -0.510 0.661 3.548 0.96
C 0.985 0.242 3.868 1.00
N 1.015 -1.287 3.924 0.89
O 2.216 -1.832 4.196 -0.53
C 1.915 0.598 2.612 -1.57
C 1.424 1.023 5.128 -1.65
C -0.102 -3.590 4.122 -1.94
H 1.042 -1.386 6.446 0.31
H 0.668 -2.994 6.545 0.41
H -0.546 -1.657 6.813 0.34
H -1.970 -1.819 3.602 -0.25
H -2.145 -1.812 5.279 0.61
H -1.104 0.391 5.523 0.36
H -2.481 0.431 4.290 0.51
H -0.631 1.743 3.612 0.81
H -0.723 0.345 2.527 -1.77
H 1.951 1.683 2.508 0.49
H 2.918 0.233 2.834 0.58
H 1.562 0.195 1.663 -0.21
H 2.485 1.273 5.143 0.37
H 0.922 1.989 5.179 0.34
H 1.190 0.506 6.058 0.36
H -0.137 -3.651 3.034 0.32
H -0.901 -4.119 4.641 0.34
H 0.838 -4.041 4.443 0.63
H 2.315 -2.479 3.494 0.37
C 2.413 1.464 -0.935 -2.17
C 3.107 2.171 -2.148 1.03
C 4.315 1.290 -2.374 -1.55
C 5.071 1.555 -3.664 -0.81
C 4.100 1.425 -4.892 -1.08
C 2.742 2.099 -4.686 1.34
N 2.145 1.861 -3.324 1.01
O 0.888 2.501 -3.140 -0.34
C 2.840 3.667 -5.051 -1.52
C 1.783 1.590 -5.743 -2.12
C 3.414 3.640 -1.813 -1.10
H 1.444 1.848 -0.616 0.27
H 2.295 0.382 -0.874 0.43
H 3.116 1.715 -0.141 0.60
H 4.937 1.545 -1.516 0.58
H 4.110 0.261 -2.078 0.49
H 5.287 2.621 -3.734 0.34
H 6.002 1.039 -3.897 0.49
H 3.955 0.346 -4.931 0.32
H 4.777 1.721 -5.693 0.36
H 3.799 4.139 -4.838 0.36
H 2.186 4.220 -4.378 0.29
H 2.443 3.968 -6.020 0.49
H 2.160 1.921 -6.711 0.51
H 0.834 2.108 -5.603 0.48
H 1.677 0.518 -5.578 0.32
H 2.415 4.074 -1.851 0.32
H 3.848 3.784 -0.823 0.39
H 3.827 4.189 -2.659 0.27
H 1.056 3.401 -2.851 0.32
C -3.959 -3.121 -2.616 -1.46
C -3.657 -1.890 -1.747 1.12
C -4.531 -1.796 -0.397 -0.87
C -3.984 -2.897 0.552 -0.92
C -2.564 -2.446 0.953 -0.62
C -1.560 -2.518 -0.258 1.30
N -2.188 -1.757 -1.311 1.01
O -1.337 -1.831 -2.504 -0.66
C -0.224 -1.841 0.109 -1.41
C -1.226 -3.946 -0.640 -1.76
C -3.867 -0.640 -2.573 -1.68
H -3.610 -4.015 -2.097 0.30
H -3.504 -2.995 -3.598 0.39
H -4.994 -3.447 -2.716 0.40
H -4.360 -0.898 0.198 0.05
H -5.526 -2.114 -0.711 0.53
H -3.821 -3.906 0.174 0.39
H -4.781 -2.854 1.295 0.42
H -2.214 -3.115 1.739 0.38
H -2.558 -1.452 1.401 -0.01
H 0.541 -1.930 -0.662 0.39
H -0.314 -0.838 0.528 -0.08
H 0.235 -2.429 0.903 0.21
H -0.438 -4.009 -1.390 0.49
H -0.803 -4.379 0.267 0.42
H -2.033 -4.620 -0.927 0.35
H -3.513 -0.787 -3.594 0.30
H -3.418 0.270 -2.174 0.22
H -4.908 -0.451 -2.834 0.44
H -1.473 -2.714 -2.855 0.31
```

Computed properties:
Net charge = +2
Energy = -45830.7651 eV
ΔE to the lowest compared entry with this formula, charge and spin = 0.0 kcal/mol
E_LUMO = -7.999 eV
Multiplicity = 1


Record 2
Here is C30H65F9GaO12 as an isolated structure at a distorted geometry from the Open Molecules 2025 dataset. Energies are from wB97M-V/def2-TZVPD.

```
117
Properties=species:S:1:pos:R:3:mulliken_charge:R:1
C 5.725 -0.645 -1.719 -0.61
C 5.750 0.245 -2.714 -0.39
Ga 4.836 2.064 -2.676 0.41
C 2.792 1.660 -3.043 0.30
F 2.666 0.412 -3.606 -0.28
F 2.234 2.555 -3.921 -0.25
C 1.964 1.695 -1.757 0.48
F 2.574 1.003 -0.771 -0.25
F 1.905 2.999 -1.364 -0.29
C 0.485 1.256 -1.830 0.36
F -0.225 2.074 -2.626 -0.17
F -0.037 1.389 -0.573 -0.24
C 0.211 -0.219 -2.245 0.52
F 0.057 -0.279 -3.576 -0.22
F 1.188 -1.052 -1.864 -0.24
F -0.939 -0.649 -1.691 -0.18
H 5.876 -1.710 -1.869 0.22
H 5.513 -0.328 -0.702 0.21
H 6.285 -0.037 -3.621 0.31
H 4.987 2.676 -1.203 -0.30
H 5.418 2.987 -3.843 -0.39
C -2.561 -0.966 3.714 -0.63
O -2.015 0.068 2.923 -0.43
C -1.969 -0.258 1.537 -0.32
C -3.094 0.391 0.768 -0.15
O -4.365 -0.127 1.150 -0.25
C -5.066 0.732 2.031 -0.75
H -2.763 -0.561 4.705 0.33
H -3.495 -1.344 3.290 0.08
H -1.844 -1.791 3.811 0.39
H -1.984 -1.344 1.397 0.32
H -1.022 0.119 1.147 0.22
H -2.963 0.174 -0.295 0.16
H -3.066 1.476 0.894 0.20
H -5.456 1.599 1.486 0.18
H -4.431 1.073 2.852 0.37
H -5.904 0.169 2.444 0.25
C -2.524 0.251 -7.416 -0.73
O -1.288 0.607 -8.004 -0.37
C -1.332 1.840 -8.704 -0.48
C -0.741 2.971 -7.891 -0.44
O -1.527 3.255 -6.747 -0.41
C -0.985 2.712 -5.549 -0.62
H -2.338 -0.578 -6.735 0.26
H -2.957 1.080 -6.852 0.30
H -3.234 -0.077 -8.185 0.33
H -2.359 2.082 -8.997 0.30
H -0.741 1.713 -9.617 0.38
H -0.727 3.876 -8.508 0.41
H 0.289 2.738 -7.607 0.28
H -0.112 3.285 -5.226 0.38
H -0.704 1.664 -5.672 0.41
H -1.753 2.782 -4.780 -0.02
C 4.263 2.822 2.374 -0.53
O 5.378 2.040 2.772 -0.31
C 5.663 2.122 4.153 -0.63
C 5.146 0.907 4.893 -0.15
O 3.728 0.849 4.881 -0.44
C 3.221 -0.053 3.912 -0.66
H 3.992 2.526 1.362 -0.01
H 3.406 2.663 3.034 0.36
H 4.528 3.884 2.368 0.32
H 5.246 3.037 4.586 0.34
H 6.753 2.163 4.260 0.40
H 5.459 0.967 5.942 0.43
H 5.574 -0.004 4.462 0.03
H 3.378 -1.086 4.243 0.23
H 3.692 0.093 2.937 0.34
H 2.152 0.127 3.814 0.26
C -6.262 4.820 -2.829 -0.69
O -4.969 5.378 -2.695 -0.38
C -4.470 5.325 -1.367 -0.76
C -3.488 4.191 -1.178 -0.26
O -4.120 2.926 -1.306 -0.16
C -3.885 2.313 -2.563 -0.52
H -6.465 4.710 -3.893 0.25
H -6.330 3.839 -2.353 0.26
H -7.015 5.488 -2.394 0.33
H -5.292 5.238 -0.649 0.33
H -3.956 6.272 -1.177 0.39
H -3.078 4.248 -0.164 0.40
H -2.657 4.282 -1.882 0.19
H -2.859 1.934 -2.617 -0.19
H -4.061 3.005 -3.390 0.46
H -4.573 1.472 -2.652 0.36
C -7.186 -5.938 2.843 -0.70
O -5.925 -5.679 2.259 -0.38
C -5.877 -4.444 1.555 -0.77
C -5.195 -3.360 2.358 0.04
O -5.949 -3.009 3.514 -0.38
C -5.445 -3.584 4.704 -0.62
H -7.067 -6.778 3.527 0.24
H -7.556 -5.077 3.405 0.30
H -7.917 -6.212 2.075 0.32
H -6.883 -4.125 1.266 0.37
H -5.301 -4.617 0.641 0.39
H -5.116 -2.460 1.741 0.09
H -4.183 -3.667 2.637 0.32
H -4.522 -3.079 5.013 0.20
H -5.250 -4.653 4.586 0.34
H -6.195 -3.447 5.482 0.24
C 5.283 -3.521 2.909 -0.49
O 6.539 -2.867 2.933 -0.25
C 7.175 -2.914 4.197 -0.38
C 8.262 -3.965 4.237 -0.79
O 7.733 -5.278 4.125 -0.38
C 7.865 -5.822 2.824 -0.69
H 4.976 -3.618 1.869 0.26
H 5.335 -4.517 3.356 0.36
H 4.536 -2.922 3.440 0.04
H 6.445 -3.091 4.994 0.38
H 7.630 -1.933 4.367 0.35
H 8.777 -3.905 5.201 0.40
H 8.997 -3.777 3.448 0.36
H 8.906 -6.103 2.630 0.32
H 7.529 -5.120 2.057 0.29
H 7.246 -6.717 2.777 0.24
```

Computed properties:
Net charge = -1
Energy = -133560.2916 eV
E_LUMO = 2.160 eV
Multiplicity = 1


Record 3
Here is a 6-piece molecular cluster, C30H65N6O10 overall from the Open Molecules 2025 dataset. Energies are from wB97M-V/def2-TZVPD.

```
111
Properties=species:S:1:pos:R:3:mulliken_charge:R:1
C -2.446 -2.971 5.719 -0.87
C -2.961 -1.638 5.281 0.63
O -3.407 -0.805 5.992 -0.42
O -2.932 -1.433 3.878 -0.35
C -1.893 -0.687 3.387 -0.05
O -1.939 0.492 3.263 -0.44
C -0.688 -1.493 2.944 0.06
C 0.550 -1.140 3.710 0.46
C 0.613 -0.364 4.847 -0.19
C 1.839 -0.148 5.472 0.42
C 1.808 0.706 6.728 0.28
O 0.787 1.207 7.075 -0.43
O 2.975 0.920 7.355 -0.48
C 3.003 -0.696 4.937 -0.70
C 2.905 -1.460 3.804 -0.85
N 1.705 -1.654 3.238 0.27
H -2.001 -2.860 6.704 0.32
H -1.734 -3.402 5.021 0.23
H -3.284 -3.662 5.807 0.33
H -0.882 -2.561 3.053 0.52
H -0.517 -1.321 1.879 0.17
H -0.280 0.087 5.260 0.67
H 3.533 0.134 7.398 0.35
H 3.973 -0.534 5.380 0.39
H 3.757 -1.930 3.333 0.60
H 1.656 -2.215 2.388 0.01
C -4.240 3.970 -0.062 -1.35
C -3.840 3.480 1.325 0.56
C -3.795 4.589 2.383 -0.76
O -2.661 5.430 2.306 -0.39
C -2.760 6.505 1.391 -0.64
N -2.572 2.748 1.235 -0.65
H -3.425 4.505 -0.552 0.23
H -4.500 3.126 -0.700 0.41
H -5.104 4.631 -0.016 0.14
H -4.604 2.770 1.657 0.41
H -3.741 4.118 3.369 0.35
H -4.713 5.190 2.357 0.44
H -3.780 6.900 1.353 0.27
H -2.451 6.216 0.383 0.25
H -2.093 7.292 1.740 0.27
H -2.361 2.339 2.140 0.22
H -1.838 3.436 1.088 0.32
C 0.767 -4.303 -2.935 -1.49
C -0.316 -3.769 -2.004 0.41
C 0.181 -2.677 -1.051 -0.81
O 0.970 -3.148 0.043 -0.35
C 2.339 -3.367 -0.274 -0.64
N -0.948 -4.893 -1.311 -0.71
H 1.449 -4.981 -2.420 0.21
H 0.314 -4.864 -3.750 0.45
H 1.352 -3.493 -3.374 0.31
H -1.084 -3.297 -2.623 0.45
H -0.689 -2.195 -0.597 0.36
H 0.737 -1.904 -1.594 0.46
H 2.707 -2.637 -0.998 0.34
H 2.515 -4.375 -0.653 0.25
H 2.912 -3.260 0.652 0.19
H -1.755 -4.574 -0.784 0.27
H -0.300 -5.257 -0.618 0.30
C 7.981 0.115 -0.273 -1.41
C 6.828 0.334 0.699 0.35
C 6.685 -0.775 1.749 -0.66
O 6.092 -1.974 1.280 -0.21
C 6.983 -2.877 0.639 -0.74
N 5.598 0.555 -0.065 -0.66
H 7.746 -0.651 -1.012 0.27
H 8.187 1.034 -0.817 0.36
H 8.892 -0.182 0.251 0.36
H 7.034 1.254 1.254 0.43
H 6.009 -0.410 2.532 0.18
H 7.648 -0.988 2.229 0.44
H 7.970 -2.856 1.108 0.34
H 7.085 -2.659 -0.425 0.24
H 6.565 -3.878 0.745 0.24
H 4.843 0.828 0.557 0.24
H 5.308 -0.331 -0.468 0.25
C 6.032 -3.253 -6.937 -1.46
C 5.405 -3.292 -5.548 0.40
C 4.072 -4.049 -5.487 -0.62
O 2.963 -3.339 -5.999 -0.32
C 2.787 -3.419 -7.403 -0.72
N 5.299 -1.923 -5.035 -0.68
H 5.520 -2.547 -7.589 0.29
H 7.071 -2.933 -6.867 0.36
H 6.009 -4.236 -7.410 0.35
H 6.093 -3.834 -4.891 0.39
H 3.835 -4.229 -4.433 0.25
H 4.154 -5.031 -5.971 0.43
H 3.076 -4.403 -7.783 0.35
H 3.355 -2.649 -7.931 0.24
H 1.729 -3.260 -7.607 0.25
H 4.989 -1.943 -4.068 0.19
H 4.551 -1.454 -5.537 0.31
C -10.402 5.406 -0.946 -1.40
C -9.731 4.228 -1.644 0.35
C -8.286 3.981 -1.193 -0.63
O -7.337 4.886 -1.723 -0.40
C -7.204 6.108 -1.026 -0.77
N -9.850 4.402 -3.092 -0.72
H -10.042 6.359 -1.333 0.28
H -11.477 5.375 -1.113 0.35
H -10.223 5.384 0.131 0.34
H -10.291 3.325 -1.378 0.40
H -7.978 2.997 -1.554 0.34
H -8.217 3.965 -0.096 0.38
H -7.334 5.968 0.053 0.32
H -7.913 6.862 -1.375 0.29
H -6.196 6.479 -1.213 0.29
H -9.515 3.570 -3.568 0.27
H -9.211 5.139 -3.377 0.31
```

Computed properties:
Net charge = +1
Energy = -61570.7133 eV
E_LUMO = -5.104 eV
Multiplicity = 1


Record 4
Here is a 7-piece molecular cluster, C30H66Br2ClFN9O7 overall at a distorted geometry from the Open Molecules 2025 dataset. Energies are from wB97M-V/def2-TZVPD.

```
116
Properties=species:S:1:pos:R:3:mulliken_charge:R:1
C 0.250 -3.979 0.516 -1.28
C -0.977 -3.640 -0.298 0.60
F -1.644 -4.852 -0.537 -0.44
C -1.871 -2.688 0.514 -0.90
C -3.316 -3.225 0.521 -0.61
Cl -3.497 -4.385 1.843 -0.13
N -4.274 -2.112 0.802 -0.14
C -4.251 -1.018 -0.232 0.45
C -5.476 -0.971 -1.123 -0.56
Br -6.137 -2.758 -1.573 0.01
C -6.618 -0.152 -0.532 -0.09
C -7.081 -0.611 0.838 -1.15
Br -6.130 1.738 -0.482 -0.10
C -2.936 -1.109 -0.987 -1.92
N -1.912 -1.306 0.011 1.04
C -0.600 -0.789 -0.386 -1.85
C -0.514 0.702 -0.111 0.51
O 0.585 1.276 -0.783 -0.40
C -0.487 0.997 1.439 -0.85
N 0.723 1.741 1.806 -0.46
H 0.772 -4.843 0.124 0.36
H -0.110 -4.261 1.506 0.34
H 0.884 -3.112 0.656 0.33
H -0.719 -3.244 -1.278 0.30
H -1.577 -2.646 1.559 0.82
H -3.600 -3.659 -0.426 0.51
H -5.203 -2.506 0.978 0.55
H -3.971 -1.696 1.688 0.58
H -4.203 -0.076 0.305 0.34
H -5.237 -0.512 -2.073 0.55
H -7.489 -0.209 -1.171 0.51
H -7.186 -1.696 0.852 0.31
H -8.050 -0.200 1.094 0.27
H -6.342 -0.370 1.602 0.31
H -2.805 -0.181 -1.530 0.61
H -2.963 -1.897 -1.753 0.09
H 0.206 -1.256 0.172 0.60
H -0.408 -0.922 -1.456 0.17
H -1.388 1.220 -0.511 0.30
H 1.277 0.599 -0.861 0.29
H -0.518 0.010 1.916 0.22
H -1.352 1.585 1.720 0.44
H 0.568 2.113 2.740 0.20
H 1.462 1.051 1.896 0.26
C 2.300 6.513 -2.736 -1.14
C 0.910 6.640 -2.158 0.71
O 0.270 7.677 -2.230 -0.66
N 0.387 5.545 -1.545 -0.08
C 0.990 4.232 -1.361 -0.72
H 2.577 7.461 -3.188 0.30
H 3.019 6.274 -1.952 0.32
H 2.324 5.738 -3.503 0.32
H -0.540 5.699 -1.182 0.19
H 0.365 3.479 -1.837 0.18
H 1.055 4.008 -0.296 0.26
H 1.984 4.190 -1.793 0.27
C -1.498 3.092 6.111 -1.36
C -1.205 3.791 4.804 0.85
O -0.104 3.749 4.277 -0.67
N -2.220 4.484 4.222 -0.15
C -3.581 4.650 4.697 -0.82
H -0.597 2.589 6.447 0.32
H -1.800 3.814 6.870 0.38
H -2.287 2.350 5.978 0.35
H -1.957 4.930 3.357 0.23
H -4.279 4.258 3.954 0.26
H -3.791 5.710 4.846 0.29
H -3.736 4.128 5.635 0.32
C 5.291 -1.908 -0.529 -1.13
C 4.015 -2.707 -0.567 0.74
O 2.910 -2.199 -0.363 -0.58
N 4.125 -4.025 -0.838 -0.03
C 5.342 -4.793 -1.099 -0.98
H 5.054 -0.873 -0.301 0.30
H 5.955 -2.291 0.239 0.37
H 5.796 -1.949 -1.494 0.26
H 3.242 -4.510 -0.853 0.14
H 5.275 -5.243 -2.078 0.41
H 5.430 -5.581 -0.348 0.34
H 6.224 -4.165 -1.058 0.27
C -12.471 1.820 1.992 -1.34
C -11.080 1.598 1.452 0.92
O -10.842 0.795 0.562 -0.64
N -10.068 2.326 1.993 -0.08
C -10.126 3.317 3.053 -0.89
H -13.159 1.169 1.462 0.29
H -12.510 1.581 3.055 0.36
H -12.779 2.855 1.838 0.37
H -9.178 2.116 1.573 0.11
H -9.762 4.275 2.679 0.29
H -9.491 3.003 3.884 0.29
H -11.140 3.444 3.415 0.35
C 7.622 -4.748 -5.810 -1.47
C 6.734 -4.453 -4.625 0.95
O 6.715 -5.165 -3.632 -0.63
N 5.940 -3.350 -4.697 -0.08
C 5.828 -2.395 -5.785 -0.94
H 8.189 -5.650 -5.604 0.31
H 7.022 -4.908 -6.706 0.37
H 8.318 -3.926 -5.978 0.38
H 5.370 -3.208 -3.878 0.12
H 6.091 -1.399 -5.426 0.29
H 4.801 -2.375 -6.152 0.30
H 6.488 -2.657 -6.605 0.36
C 10.530 -1.832 -0.226 -1.37
C 9.209 -1.151 0.040 0.77
O 8.153 -1.769 0.059 -0.59
N 9.228 0.188 0.260 -0.16
C 10.376 1.078 0.276 -0.86
H 10.351 -2.891 -0.382 0.27
H 10.998 -1.419 -1.120 0.38
H 11.198 -1.710 0.626 0.39
H 8.316 0.581 0.432 0.22
H 10.452 1.559 1.252 0.29
H 10.251 1.849 -0.485 0.28
H 11.294 0.537 0.080 0.34
```

Computed properties:
Net charge = +1
Energy = -215244.9858 eV
E_LUMO = -2.587 eV
Multiplicity = 1


| no. | E_HOMO (Eh) | gap between HOMO and LUMO (eV) |
| --- | --- | --- |
| 1 | -0.4336 | 3.8 |
| 2 | -0.1845 | 7.2 |
| 3 | -0.3766 | 5.1 |
| 4 | -0.3825 | 7.8 |